The ion C32H56NO2 with charge +1 in a non-equilibrium geometry. Source: the Open Molecules 2025 dataset; level of theory: ωB97M-V with the def2-TZVPD basis set.

Last column: Löwdin charge in e.
Geometry (Å):
O (-7.6866, 2.9041, -0.8402)  -0.101
O (-6.3909, 4.8465, -1.4464)  -0.039
N (-0.9795, -0.1495, 0.3431)  -0.088
C (-4.1228, 0.0009, 1.0279)  -0.118
C (5.6749, 0.9848, -2.9333)  -0.220
C (-6.0242, -0.6094, -1.2683)  -0.199
C (-2.1643, -2.5377, 0.5256)  -0.128
C (-1.0463, -4.0012, 2.6538)  -0.037
C (-0.3591, 0.6090, -0.8515)  -0.137
C (4.3181, 0.5442, -2.1100)  -0.231
C (-2.5877, -0.5291, 3.2707)  -0.211
C (-4.4891, -1.2479, -1.3272)  -0.151
C (-6.0829, 0.9871, -1.6365)  -0.178
C (3.1382, -0.0154, -3.1327)  -0.204
C (-3.4321, -0.3780, -0.4113)  -0.236
C (6.4914, 1.7748, -0.4185)  -0.246
C (3.4730, -3.7974, 0.6122)  -0.109
C (-2.9320, 0.4993, 2.0373)  -0.257
C (1.6595, 0.6535, -2.7400)  -0.207
C (-7.4311, 3.6352, -3.4986)  -0.023
C (-2.1692, 0.4058, 4.5801)  -0.125
C (-1.5796, 0.9238, 1.2219)  -0.105
C (-7.1553, 3.8091, -1.8711)  -0.280
C (1.9920, -3.9279, 1.3618)  -0.168
C (0.6830, -3.2383, 0.5814)  -0.003
C (6.9104, 1.0641, -1.8425)  -0.231
C (0.1971, -4.7307, 3.4337)  -0.045
C (-1.9466, -1.1295, -0.2556)  -0.203
C (-7.6283, 1.4950, -1.2623)  -0.187
C (7.9096, 1.3876, 3.1572)  -0.163
C (7.5674, 2.4873, 1.9816)  -0.264
C (0.8934, -0.1833, -1.5492)  -0.194
C (7.9032, 1.8900, 0.4676)  -0.229
C (-0.8381, -3.2237, 1.1879)  -0.150
C (1.7438, -4.6793, 2.8009)  -0.021
H (-3.4193, -1.3186, 3.5035)  0.119
H (7.5591, 1.8620, 4.1893)  0.079
H (-2.5723, -3.3167, -0.2828)  0.142
H (7.3076, 0.3722, 3.0076)  0.079
H (8.6789, 2.5707, -0.0983)  0.110
H (0.0827, -5.3128, 4.4582)  0.094
H (-5.3199, 1.6597, -1.0576)  0.110
H (0.0836, 1.6236, -0.4095)  0.154
H (-8.0213, 0.8563, -0.3379)  0.142
H (1.7917, 1.8018, -2.4655)  0.122
H (6.0029, 2.8404, -0.6002)  0.124
H (-4.5558, -2.3837, -1.0205)  0.120
H (4.0056, -2.8749, 1.1418)  0.090
H (-3.1048, 1.0405, 4.8858)  0.084
H (4.0978, -4.7859, 0.6512)  0.090
H (5.5685, 2.0231, -3.4970)  0.125
H (3.2394, -3.4234, -0.4923)  0.075
H (-7.4029, 2.5220, -3.8646)  0.067
H (7.2491, -0.0439, -1.6131)  0.119
H (-4.9636, 0.8115, 0.9522)  0.126
H (-6.5332, 4.1958, -4.0465)  0.115
H (-3.0001, -2.5253, 1.3698)  0.115
H (0.9083, -2.7470, -0.4560)  0.058
H (-1.3243, 1.1850, 4.2649)  0.084
H (3.8754, 1.5475, -1.6413)  0.111
H (-4.5967, -0.9741, 1.5012)  0.125
H (1.7176, -0.5017, -0.7747)  0.119
H (8.3448, 0.7851, 0.5083)  0.117
H (5.9155, 0.1770, -3.7520)  0.112
H (-6.6770, -1.1706, -2.0899)  0.136
H (-6.5445, -0.7468, -0.2231)  0.110
H (7.8287, 1.6871, -2.2677)  0.122
H (4.5673, -0.2270, -1.2432)  0.112
H (6.4399, 2.8229, 1.9766)  0.102
H (-3.3364, 1.4977, 2.5528)  0.156
H (9.0567, 1.1455, 3.2023)  0.081
H (1.0015, 0.5362, -3.7290)  0.122
H (2.6674, -5.1975, 3.3377)  0.101
H (3.4439, 0.3381, -4.2305)  0.120
H (-1.5787, -1.0863, 2.9616)  0.101
H (3.1013, -1.1948, -3.1889)  0.116
H (-1.6291, -1.3987, -1.3744)  0.170
H (-1.1893, 0.9417, -1.6399)  0.164
H (-0.1659, -0.5516, 0.8555)  0.167
H (-2.1199, -4.0395, 3.1708)  0.098
H (-8.4770, 4.0868, -3.7726)  0.106
H (-5.9594, 1.2233, -2.7948)  0.117
H (-0.7414, 1.3713, 1.9436)  0.166
H (0.5111, -1.1973, -2.0495)  0.118
H (-1.7889, -0.2368, 5.4947)  0.091
H (8.2909, 3.4150, 2.1322)  0.111
H (5.7648, 1.1070, 0.2479)  0.109
H (-1.8806, 1.8394, 0.5170)  0.156
H (-4.1400, -1.1018, -2.4551)  0.131
H (-3.2571, 0.6486, -0.9918)  0.137
H (-8.3121, 1.2985, -2.2160)  0.138

Properties
E_LUMO in eV: -2.451
Kohn-Sham gap in eV: 8.48
Charge: +1
Highest occupied orbital energy in hartree: -0.402
Molar mass in g/mol: 486.81